Computed, not measured: a 4-piece molecular cluster, C39H74Cl3N3O5PS overall in a non-equilibrium geometry, with ωB97M-V/def2-TZVPD.

Results
HOMO level in eV: -11.915
HOMO-LUMO gap in eV: 6.85
Lowest unoccupied orbital energy in Eh: -0.1861
Charge: +1
Multiplicity: 1

```
126
Properties=species:S:1:pos:R:3:forces:R:3:mulliken_charge:R:1
C 2.253415 -1.058380 0.730820 -1.038 0.371 -0.131 -1.063
C 2.434950 0.545031 0.593930 -0.472 -0.629 0.723 0.434
C 3.764320 1.115013 1.285475 -0.797 0.113 0.689 -0.969
C 3.591899 2.713829 1.594048 0.155 -0.312 -0.403 0.397
C 5.002111 3.468108 1.805299 -0.076 -0.373 1.231 -1.510
C 2.674310 3.393189 0.437761 -1.490 1.557 -1.758 -0.218
C 1.265383 3.985178 0.840077 1.649 0.254 -3.467 0.960
C 0.736341 3.979864 2.369604 -2.332 -1.810 -0.171 -0.235
O -0.336706 3.403329 2.618181 4.288 2.431 -0.937 -0.430
O 1.599186 4.605536 3.307990 -2.918 -0.139 -1.951 -0.185
C 0.979289 5.717295 3.996336 1.137 1.786 1.711 -0.111
Cl -0.376156 6.537353 3.081918 0.639 -0.976 0.810 -0.137
C 2.159567 6.851478 4.188954 -0.081 0.002 -2.020 0.063
C 2.177708 7.909283 2.951747 0.855 0.164 0.334 -1.081
Cl 3.770324 5.921145 4.021664 -0.779 1.011 0.764 -0.184
C 0.416085 4.572498 -0.313411 2.598 -1.245 0.350 -0.538
Cl -1.252194 5.216436 0.108443 2.770 -1.044 -1.193 -0.021
C 0.973942 4.592238 -1.782418 -0.872 0.029 2.108 0.497
C -0.012689 5.246776 -2.876733 0.672 -0.986 -0.603 -0.910
C 0.241531 6.813045 -3.123048 0.962 1.165 1.541 -0.366
N -0.777281 7.512268 -3.938541 -2.162 -1.640 0.201 0.092
C -0.697967 7.235840 -5.396937 0.536 0.466 -1.200 -0.563
C -1.334346 5.843641 -5.891983 -0.222 0.663 -0.988 -0.886
C -2.119733 7.456334 -3.387303 -1.119 0.095 3.089 0.541
C -3.478346 7.741377 -4.232250 0.966 -0.684 0.590 -0.994
O -2.312580 7.220227 -2.145550 1.253 0.610 -4.291 -0.533
N 2.296434 4.060427 -2.118534 -2.044 -0.856 3.755 0.484
P 2.882809 4.174816 -3.821255 2.364 2.475 -1.148 0.161
S 3.763728 5.915060 -4.057424 -0.956 -1.043 0.021 -0.293
C 3.144080 3.477609 -1.060844 -1.548 0.279 2.530 0.565
C 4.586023 2.927847 -1.470168 0.038 -0.543 0.117 -0.903
O 5.482961 4.002873 -1.926800 -1.615 -1.537 -1.586 -0.173
N 5.843658 4.794093 -0.885896 0.467 2.253 1.024 0.340
O 6.165068 5.877263 -1.243380 -0.184 -1.689 0.167 -0.406
H 1.199123 -1.259489 1.163345 1.721 0.256 -0.690 0.276
H 2.244618 -1.519256 -0.318554 0.365 0.368 1.695 0.191
H 2.989196 -1.548179 1.450953 -0.797 0.673 -1.238 0.325
H 1.527952 1.007905 1.148058 1.509 -0.511 -0.886 -0.054
H 2.306752 0.821473 -0.506148 0.407 -0.197 1.451 0.077
H 4.737606 0.869921 0.743019 -1.381 0.362 0.502 0.202
H 3.836821 0.594331 2.317195 -0.005 0.873 -1.658 0.442
H 3.064759 2.744347 2.623320 0.358 0.286 -2.052 0.511
H 5.196121 3.494456 2.946607 -0.310 -0.092 -1.852 0.273
H 5.000888 4.557183 1.468450 0.044 -1.724 0.287 0.278
H 5.855645 2.841456 1.368139 -1.175 1.203 0.371 0.437
H 0.612098 5.467709 5.051794 0.243 -0.183 -1.850 0.466
H 2.111087 7.367582 5.201951 0.077 -0.902 -1.397 0.377
H 1.385111 8.722223 3.050618 1.050 -1.213 -0.015 0.332
H 2.052471 7.391602 1.938653 0.091 0.524 1.573 0.217
H 3.220212 8.407133 2.924344 -1.735 -0.763 0.219 0.364
H -1.111333 5.026792 -2.591146 1.968 0.525 -0.112 0.664
H 0.157488 4.709643 -3.872227 -0.243 0.620 1.385 0.039
H 1.268572 7.043276 -3.598802 -1.694 -0.767 0.675 0.189
H 0.281455 7.320880 -2.083217 -0.267 -0.825 -1.668 0.192
H 0.421363 7.296366 -5.685025 -1.817 -0.180 0.526 0.356
H -1.193757 8.097752 -5.985976 0.757 -1.354 1.152 0.389
H -1.810195 5.225977 -5.058522 0.868 0.782 -1.131 0.304
H -2.174430 6.106230 -6.639049 1.255 -0.607 1.204 0.275
H -0.543396 5.274675 -6.499676 -1.255 0.508 1.108 0.252
H -3.934868 6.696017 -4.428754 0.802 1.754 0.001 0.233
H -4.190814 8.249196 -3.493474 1.228 -0.547 -1.224 0.363
H -3.293980 8.335575 -5.185910 -0.476 -0.882 1.298 0.293
H 3.916297 3.191972 -4.087641 -1.340 0.007 0.731 0.154
H 1.847632 3.925307 -4.774903 0.081 -0.423 1.027 0.166
H 5.145598 2.386590 -0.639324 -1.370 0.820 -0.816 0.034
H 4.462760 2.162456 -2.324512 0.411 1.438 1.245 0.504
C -0.098792 -6.617536 -3.154691 -0.078 -0.163 0.041 -1.201
C -0.370998 -5.651041 -2.011227 -0.018 0.128 -0.086 0.127
C 0.676230 -4.543664 -1.890543 -0.019 0.086 0.117 -0.613
C 2.100406 -5.018002 -1.587526 0.022 -0.132 -0.127 -0.687
C 2.258100 -5.848292 -0.312212 0.068 0.123 -0.043 -0.294
C 1.889552 -5.084566 0.952959 -0.036 -0.159 0.104 -0.966
H 0.838524 -7.160584 -3.010997 -0.034 0.031 -0.052 0.289
H -0.899790 -7.359197 -3.219542 0.086 0.036 -0.071 0.298
H -0.050717 -6.088991 -4.111156 0.041 -0.050 0.045 0.367
H -0.451481 -6.206468 -1.072836 0.039 0.075 -0.030 -0.285
H -1.348754 -5.185452 -2.177391 0.053 -0.020 0.083 0.409
H 0.354499 -3.839973 -1.114624 0.026 -0.015 -0.010 0.211
H 0.695487 -3.970126 -2.824929 -0.013 -0.037 0.019 0.406
H 2.750477 -4.137081 -1.520082 0.000 -0.039 0.024 0.355
H 2.476898 -5.602465 -2.434424 -0.036 0.058 0.038 0.336
H 3.302744 -6.166192 -0.234013 -0.072 -0.039 -0.044 0.380
H 1.661552 -6.763884 -0.375112 0.021 0.042 -0.039 0.126
H 2.499710 -4.182381 1.055206 -0.059 -0.006 -0.010 0.105
H 2.063902 -5.709992 1.832266 -0.041 0.113 -0.007 0.403
H 0.836188 -4.793641 0.956973 0.057 0.025 0.022 0.267
C -1.278829 2.005355 5.324213 0.149 0.090 -0.055 -0.387
C -2.775454 2.153535 5.090113 -0.015 0.048 0.135 -0.214
C -3.622989 1.263718 6.000119 -0.162 0.006 -0.043 -0.913
C -3.411327 -0.243000 5.826840 0.175 -0.024 0.022 -0.688
C -3.653437 -0.781957 4.415603 -0.074 -0.043 0.132 -0.238
C -5.087281 -0.594587 3.936332 0.041 -0.017 -0.175 -1.209
H -0.931650 0.994362 5.096001 0.002 0.024 0.072 0.270
H -0.728036 2.692903 4.680037 -0.039 -0.124 0.169 -0.363
H -1.019965 2.235126 6.362221 -0.031 -0.112 -0.015 0.340
H -3.003837 1.955085 4.038423 -0.022 -0.005 0.027 0.143
H -3.052539 3.197745 5.272716 -0.037 -0.068 -0.057 0.420
H -4.679491 1.503128 5.838962 0.048 -0.028 0.021 0.326
H -3.413700 1.522982 7.044361 -0.001 0.001 -0.061 0.368
H -4.074434 -0.766775 6.525038 0.035 0.022 -0.060 0.406
H -2.391418 -0.504213 6.131043 -0.062 0.026 0.008 0.291
H -3.422870 -1.852221 4.410386 0.051 0.068 -0.006 0.359
H -2.964558 -0.314934 3.704056 0.012 0.000 0.046 0.162
H -5.792093 -1.084493 4.613671 0.021 0.076 -0.030 0.297
H -5.211825 -1.036811 2.944367 -0.082 0.046 0.066 0.377
H -5.354165 0.462461 3.863286 -0.030 -0.063 0.026 0.283
C -1.456605 -8.727649 -0.117747 -0.043 0.174 -0.010 -0.800
C -2.744934 -9.509252 0.096940 0.054 -0.100 0.114 -0.481
C -2.621371 -10.991032 -0.259173 -0.142 -0.073 0.000 -0.804
C -2.296909 -11.288623 -1.725948 0.146 0.092 -0.034 -0.701
C -3.286715 -10.721567 -2.745468 0.040 -0.146 0.022 -0.195
C -4.693530 -11.287327 -2.599141 -0.079 0.135 -0.089 -1.283
H -1.159453 -8.718676 -1.169357 0.038 -0.025 0.060 0.089
H -1.591160 -7.687721 0.193014 0.064 -0.071 -0.004 0.348
H -0.637995 -9.152161 0.470815 -0.018 0.008 -0.074 0.280
H -3.555722 -9.044032 -0.471894 0.004 -0.047 0.004 0.261
H -3.026000 -9.429975 1.152777 -0.044 -0.014 -0.089 0.370
H -3.552899 -11.496524 0.016761 0.053 0.009 -0.023 0.327
H -1.840682 -11.441718 0.364493 -0.039 0.041 -0.020 0.364
H -2.241044 -12.376013 -1.852857 -0.017 0.066 -0.007 0.392
H -1.296087 -10.908887 -1.961208 -0.043 -0.033 0.033 0.318
H -2.920713 -10.957099 -3.750053 0.022 0.066 0.053 0.360
H -3.321569 -9.629257 -2.678558 0.037 -0.027 0.013 0.158
H -4.688301 -12.376253 -2.698590 -0.016 0.058 0.055 0.294
H -5.343639 -10.881759 -3.378758 -0.024 -0.077 0.081 0.385
H -5.134493 -11.029380 -1.633291 0.005 -0.058 -0.047 0.301
```
Forces are in eV/Å.